Molecular formula: C23H41F5LaOP2Te
Method: DFT, the ωB97M-V functional and the def2-TZVPD basis

Structure (ORCA input):
```
! wB97M-V def2-TZVPD RIJCOSX def2/J DEFGRID3
* xyz 1 1
C 0.957 -4.074 1.067
H 0.497 0.670 3.661
C -0.792 3.027 -2.494
C 1.743 -2.338 3.582
H 4.064 0.143 -6.282
C -2.510 -0.344 1.569
H -1.330 0.161 -7.209
C -0.400 -1.095 2.878
C 3.561 -0.001 -5.311
H 1.308 -0.685 -3.574
H 1.480 -2.326 4.653
C 0.552 -2.150 2.749
F 0.709 -0.290 -0.998
H -0.655 4.035 -2.093
H -1.248 0.561 3.913
H -1.536 -2.247 -1.008
H 2.285 -3.271 3.376
C -1.352 -1.231 1.835
H -2.902 0.458 -2.077
H -0.378 2.374 -4.517
C 0.816 0.167 -4.094
H 0.814 3.503 -3.746
H 0.492 4.435 -6.566
C 1.093 1.451 -3.226
H 0.284 -1.668 -6.321
H -1.160 0.162 -1.791
O 2.686 2.127 -0.922
C -1.738 -2.867 -0.121
C 0.183 -2.925 1.606
C -1.009 -2.370 1.067
F 4.150 4.308 -0.893
C -0.323 -0.018 3.888
H -2.822 -2.843 0.064
H -1.331 1.567 -8.338
H 0.837 -4.988 1.669
H -1.978 1.410 -4.470
H -0.572 3.877 -7.913
H 3.858 0.794 -4.607
H -2.485 1.508 -6.966
H -2.496 0.493 2.266
H 2.443 -1.500 3.411
H 0.641 -4.297 0.041
C -0.416 3.874 -6.825
H -0.149 -0.434 4.882
C -1.765 0.482 -3.894
C 0.177 2.634 -3.531
H -3.450 -0.892 1.706
C 1.397 1.587 -6.568
H 3.812 -0.991 -4.901
La 2.677 0.142 -0.236
C 1.284 -1.317 -6.601
H -0.656 -1.263 -4.603
P 1.817 0.082 -5.611
H 2.146 1.777 -3.342
H -2.330 2.551 -1.129
H 1.474 1.352 -7.647
H -2.604 -0.187 -4.167
H 0.952 1.167 -2.177
F 2.103 0.529 1.790
C -1.463 1.249 -7.288
H 2.118 2.388 -6.322
F 4.286 2.301 1.127
C -0.555 -0.205 -4.312
H 2.029 -3.834 1.041
H -1.444 -3.897 -0.351
H 2.004 -2.142 -6.472
C -1.887 0.770 -2.373
H 1.273 -1.009 -7.655
Te 3.022 3.589 0.415
H -1.283 4.333 -6.328
H -2.511 0.053 0.547
F 3.944 4.779 1.696
P -0.285 2.171 -6.254
C -1.709 2.206 -1.959
*
```

Computed properties:
Frontier orbital gap (alpha / beta) (eV): 5.07 / 5.06
HOMO (alpha / beta) (eV): -8.69 / -8.61
Strongest force on any atom (eV/Å): 3.314

---

Molecular formula: C29H38N4O7P4Re
Method: DFT, the ωB97M-V functional and the def2-TZVPD basis

Structure (ORCA input):
```
! wB97M-V def2-TZVPD RIJCOSX def2/J DEFGRID3
* xyz 2 2
C 3.514 -2.542 -3.045
H 0.437 -1.271 -2.449
H -4.586 -5.144 0.897
C 0.115 1.154 -3.984
H 2.545 0.304 4.775
C -2.052 -1.111 2.631
H 0.358 3.642 0.676
C 0.952 2.385 -3.707
N -0.881 0.980 -2.888
C 0.743 -2.685 1.030
H 2.721 3.959 -2.723
H 3.945 -1.158 0.011
N 1.113 3.165 0.158
H 0.152 -3.262 1.736
O -3.153 2.766 -0.902
C 2.779 0.506 3.738
C -3.284 -3.448 0.928
C -3.360 -0.714 2.915
N 1.583 2.186 -2.365
C -3.820 -4.595 0.366
C 3.362 1.033 1.082
H 1.712 2.515 -4.479
C 1.704 4.120 -0.821
C 3.934 1.195 3.409
H 5.123 2.012 1.815
C -3.775 -0.613 4.232
H 4.610 1.525 4.186
H 1.729 -2.513 1.460
N 0.083 -1.366 0.777
C 4.143 -2.146 -1.874
O -3.666 1.825 1.472
O -3.829 0.389 -0.663
H 5.181 -2.402 -1.705
C -2.389 -4.343 -1.562
O -0.993 3.436 -1.880
H -1.095 -2.644 -1.557
H 0.847 -3.257 0.109
P -2.019 3.924 -0.832
C -1.597 -1.327 4.984
P -3.096 1.543 0.167
H 2.187 1.370 -2.456
C -2.277 -2.753 0.246
C 4.224 1.466 2.075
H 0.889 4.686 -1.261
H 0.756 0.274 -3.993
H 4.063 -3.097 -3.794
H -0.371 1.230 -4.957
H -3.795 -5.942 -1.300
C 2.175 -2.234 -3.251
H 0.338 3.281 -3.661
H -0.924 -1.590 5.789
H -3.255 5.693 -0.802
H 3.604 1.235 0.044
H -0.167 -1.777 3.467
C 2.201 0.318 1.405
C -1.854 -3.193 -1.016
H 1.677 -2.560 -4.155
H -2.047 -4.697 -2.526
H -1.374 0.096 -2.969
H -3.214 -0.804 6.291
C 1.482 -1.509 -2.293
H -4.053 -0.484 2.116
H 2.381 4.821 -0.333
C 2.434 3.324 -1.885
C -2.893 -0.906 5.263
C 3.445 -1.432 -0.908
H -1.584 1.717 -2.979
C 1.912 0.072 2.741
C -1.169 -1.426 3.671
O -1.597 1.031 0.099
H -4.790 0.495 -0.668
C -3.373 -5.043 -0.870
P -1.571 -1.278 0.927
H -3.627 -3.112 1.896
C 2.107 -1.096 -1.114
H 1.810 2.834 0.821
O -2.672 5.224 -1.412
Re -0.013 1.709 -0.971
P 1.079 -0.159 0.064
H 3.343 2.888 -1.471
H -4.784 -0.292 4.452
H 0.994 -0.433 3.012
O -1.489 4.034 0.543
*
```

Computed properties:
Frontier orbital gap (alpha / beta) (eV): 4.40 / 4.48
HOMO (alpha / beta) (eV): -12.51 / -12.48
Strongest force on any atom (eV/Å): 2.070

---

Molecular formula: C20H28FN3O5S
Method: DFT, the ωB97M-V functional and the def2-TZVPD basis

Structure (ORCA input):
```
! wB97M-V def2-TZVPD RIJCOSX def2/J DEFGRID3
* xyz 0 1
C 0.515 -1.663 -1.809
H 5.613 1.524 -1.588
C -1.759 2.084 0.595
H -1.401 -0.725 -1.985
H 3.755 -0.033 -1.769
H 4.534 0.052 1.987
H -1.571 -2.562 2.415
C -0.701 -1.214 -1.328
F 2.566 -2.728 -1.356
H 4.357 2.436 1.043
H -6.121 2.208 0.463
C -5.320 1.916 -0.218
H 1.745 -2.955 1.071
H -6.359 0.358 -1.301
C 6.121 1.202 1.104
O -3.540 -1.998 0.219
H -1.835 3.151 0.836
C -4.214 0.067 -1.448
H 6.455 1.592 2.068
C 5.374 -0.113 1.308
C 4.011 0.351 -0.773
H 5.765 3.157 0.263
H 6.033 -0.847 1.776
H -5.327 2.586 -1.094
H -5.558 -0.186 0.192
H 0.130 -2.903 2.813
C -1.035 -1.377 0.004
C 4.752 1.684 -0.936
C 5.222 2.221 0.412
C -0.181 -2.016 0.898
N 2.758 0.548 -0.072
C 4.877 -0.662 -0.028
H -2.966 2.305 -1.183
O 0.661 0.822 1.566
H 7.007 1.025 0.490
H 4.314 -1.583 0.128
H -4.218 -0.998 -1.674
H -1.762 1.512 1.524
C 1.046 -2.460 0.415
C -0.548 -2.206 2.328
S -2.689 -0.876 0.501
O 1.496 1.386 -1.780
H -4.126 0.640 -2.379
O -2.713 -0.355 1.833
C -2.993 1.725 -0.234
C 1.372 -2.280 -0.916
C -5.472 0.466 -0.678
C 0.531 1.204 0.416
H 4.087 2.399 -1.422
H -0.495 -1.244 2.836
H 0.800 -1.535 -2.840
N -0.539 1.806 -0.111
C 1.657 1.058 -0.614
H 2.708 0.355 0.921
H 5.735 -0.902 -0.659
H -0.453 2.056 -1.091
O -4.118 2.108 0.504
N -3.030 0.336 -0.642
*
```

Computed properties:
Frontier orbital gap (eV): 10.06
Structure (SMILES): Cc1cc(F)ccc1S(=O)(=O)N1CCCO[C@H]1CNC(=O)C(=O)NC1CCCCC1
HOMO (eV): -9.38
Strongest force on any atom (eV/Å): 0.965

---

Molecular formula: C6H6BrF3N4O
Method: DFT, the ωB97M-V functional and the def2-TZVPD basis

Structure (ORCA input):
```
! wB97M-V def2-TZVPD RIJCOSX def2/J DEFGRID3
* xyz 2 1
O -0.610 0.110 -1.826
N 1.993 0.186 0.941
C 0.804 -0.219 1.073
N -1.984 0.157 0.827
H -2.121 -1.425 2.055
H -2.890 0.091 0.486
H -1.158 2.125 0.771
H 3.046 1.706 -0.249
N -0.019 -0.885 1.804
H 2.840 -0.062 1.695
C -1.373 -0.777 1.563
H -1.861 1.624 -0.865
C -1.330 1.292 0.089
C 0.141 -0.874 -2.381
Br 0.399 -2.457 3.315
C -0.090 0.698 -0.640
N 1.093 1.317 -0.863
F 0.209 -1.882 -1.453
F 1.290 -0.482 -2.780
F -0.488 -1.336 -3.447
C 2.110 1.092 -0.114
*
```

Computed properties:
Frontier orbital gap (alpha / beta) (eV): 7.24 / 7.24
HOMO (alpha / beta) (eV): -18.30 / -18.30
Strongest force on any atom (eV/Å): 5.436

---

Among the records above, which one has the highest strongest force on any atom?
C6H6BrF3N4O

---

Which value of strongest force on any atom does entry 2 give?
2.070 eV/Å

---

Among the records above, which one has the lowest strongest force on any atom?
C20H28FN3O5S

---

What is the strongest force on any atom in the first record?
3.314 eV/Å